(1)
55
Properties=species:S:1:pos:R:3:forces:R:3:nbo_charge:R:1 method="wB97M-V/def2-TZVPD" lumo_ha=-0.0019 energy_ev=-47284.6183 homo_ev=-8.24 e_above_lowest_ev=0.1984 smiles="CCOc1ccc(NC(=O)c2ccc3c(SCC(=O)O)c4c(nc3c2)CCCC4)cc1" gap_ev=8.191
C 2.5029 4.6180 -0.5366 0.17 -0.25 0.29 -0.6391
C 3.4372 4.1890 0.5909 -0.01 0.37 -0.26 -0.0622
O 3.0025 3.0079 1.2362 -0.07 -0.25 0.13 -0.4945
C 3.1745 1.8015 0.6329 -0.06 -0.20 -0.03 0.3060
C 2.6240 0.7101 1.3112 0.07 0.24 -0.05 -0.3042
C 2.7244 -0.5668 0.8041 0.20 0.06 -0.06 -0.1486
C 3.3821 -0.7914 -0.4039 0.10 0.50 0.17 0.0961
C 3.9645 0.2856 -1.0588 -0.17 -0.33 0.13 -0.1933
C 3.8598 1.5703 -0.5555 0.04 0.38 0.19 -0.3023
H 4.3240 2.3768 -1.1001 0.01 0.11 -0.03 0.2202
H 4.5026 0.1200 -1.9807 0.00 -0.02 -0.13 0.2156
N 3.4908 -2.0844 -0.9435 0.53 -0.09 -0.24 -0.6210
C 2.5034 -3.0204 -1.0273 -0.03 0.09 -0.12 0.6752
O 2.7335 -4.1621 -1.3612 -0.09 -0.23 0.04 -0.5879
C 1.1357 -2.4916 -0.7349 -0.37 0.05 -0.35 -0.1235
C 0.6268 -1.4767 -1.5058 0.11 -0.36 0.14 -0.1934
C -0.6454 -0.9441 -1.2274 -0.19 -0.40 0.60 0.2265
N -1.1250 0.0391 -2.0079 0.09 0.29 -0.45 -0.4299
C -2.2900 0.5692 -1.7527 0.11 -0.04 0.00 0.2482
C -3.0744 0.2117 -0.6219 0.16 -0.37 0.24 -0.0566
C -2.5705 -0.7634 0.2044 -0.45 0.00 0.30 -0.0954
C -1.3665 -1.4339 -0.1043 0.22 0.17 -0.50 -0.1298
C -0.8455 -2.5161 0.6299 0.22 -0.28 0.04 -0.1675
C 0.3709 -3.0474 0.3075 -0.12 0.02 0.00 -0.1993
H 0.7726 -3.8814 0.8622 0.02 -0.09 0.07 0.2289
H -1.4207 -2.9179 1.4503 0.04 0.01 0.05 0.2359
S -3.3577 -1.1287 1.7787 0.15 0.08 -0.09 0.2357
C -2.4604 0.1268 2.7816 -0.32 -0.16 -0.36 -0.6200
C -0.9862 0.0987 2.4739 0.25 0.07 0.23 0.7875
O -0.1879 -0.6555 2.9574 0.08 -0.16 0.20 -0.5887
O -0.6611 1.0330 1.5757 -0.05 0.53 -0.26 -0.6936
H 0.2909 1.0003 1.3636 -0.14 -0.24 0.13 0.5118
H -2.6419 -0.1573 3.8158 0.10 0.07 -0.01 0.2560
H -2.8740 1.1096 2.5590 0.04 -0.01 0.10 0.2322
C -4.3980 0.8645 -0.3542 -0.12 0.32 0.05 -0.4290
C -4.5713 2.1770 -1.1087 -0.16 -0.21 -0.15 -0.3921
C -4.2183 1.9684 -2.5757 0.16 0.25 0.10 -0.3954
C -2.7331 1.6533 -2.6924 -0.22 0.08 -0.17 -0.4396
H -2.1491 2.5489 -2.4580 0.01 0.02 -0.04 0.2185
H -2.4663 1.3574 -3.7080 0.06 0.01 0.05 0.2335
H -4.8075 1.1413 -2.9775 -0.07 -0.02 -0.05 0.1976
H -4.4512 2.8614 -3.1582 -0.04 -0.06 -0.06 0.2126
H -3.9150 2.9395 -0.6826 0.00 0.07 0.03 0.1968
H -5.6014 2.5221 -1.0051 0.03 0.05 0.06 0.2124
H -5.1801 0.1632 -0.6650 -0.06 0.05 0.07 0.2191
H -4.5272 1.0209 0.7183 -0.03 -0.07 -0.07 0.2264
H 1.1776 -1.0643 -2.3367 0.10 0.09 -0.07 0.2290
H 4.3948 -2.3662 -1.3014 -0.16 -0.11 0.08 0.4108
H 2.3005 -1.3904 1.3563 -0.04 -0.05 0.08 0.2298
H 2.1628 0.8812 2.2726 -0.06 0.00 0.14 0.2329
H 4.4655 4.0759 0.2272 -0.06 0.00 0.09 0.1700
H 3.4350 4.9436 1.3823 0.09 -0.10 -0.13 0.1954
H 1.4983 4.7625 -0.1470 -0.09 0.04 0.01 0.2158
H 2.8529 5.5525 -0.9660 0.02 0.11 -0.08 0.2163
H 2.4617 3.8629 -1.3179 -0.02 -0.01 -0.10 0.2139

***

(2)
52
Properties=species:S:1:pos:R:3:forces:R:3:nbo_charge:R:1 method="wB97M-V/def2-TZVPD" lumo_ha="-0.0350 / -0.0925" multiplicity=3 energy_ev=-122266.0037 homo_ev="-7.69 / -7.97" e_above_lowest_ev=0.7603 s_squared=2.051 gap_ev="6.742 / 5.455"
Ti -0.1813 -0.1084 0.3444 -0.47 0.40 0.07 1.1773
C 2.7610 1.3066 1.5783 0.03 0.08 0.02 -0.2480
O 2.1861 0.2983 0.7480 0.09 0.02 0.15 -0.5537
C 3.1087 -0.7070 0.3739 -0.07 -0.01 0.04 -0.0835
C 2.3647 -1.5368 -0.6409 0.24 0.09 -0.08 -0.0763
O 1.0772 -1.7930 -0.0639 -0.25 -0.13 -0.13 -0.5732
C 0.7808 -3.1376 0.3418 -0.02 -0.04 0.13 -0.0704
C -0.1762 -3.0204 1.5056 -0.04 0.00 -0.15 -0.0825
O -1.1352 -2.0626 1.0898 0.10 0.04 0.03 -0.5590
C -2.3202 -2.0212 1.8900 -0.05 -0.05 0.03 -0.2422
H 3.6127 1.7626 1.0688 -0.01 -0.02 -0.01 0.1853
H 1.9956 2.0545 1.7556 -0.01 -0.04 -0.01 0.2353
H 3.0857 0.8759 2.5291 -0.01 -0.01 -0.01 0.1807
H 4.0074 -0.2652 -0.0654 0.00 -0.02 -0.01 0.2050
H 3.3943 -1.2980 1.2535 0.02 -0.01 -0.03 0.1792
H 2.2017 -0.9741 -1.5596 0.01 -0.04 0.03 0.2249
H 2.8716 -2.4704 -0.8823 -0.03 -0.01 0.02 0.2120
H 0.3277 -3.6628 -0.5010 0.00 0.02 0.02 0.2090
H 1.6984 -3.6439 0.6473 -0.01 0.03 -0.04 0.2027
H -0.6550 -3.9832 1.7021 0.01 0.01 0.02 0.2083
H 0.3294 -2.6730 2.4142 0.01 -0.02 -0.01 0.1914
H -2.0747 -1.7707 2.9231 0.01 0.03 -0.02 0.1985
H -2.9590 -1.2514 1.4653 0.01 -0.01 0.02 0.2267
H -2.8183 -2.9912 1.8406 0.00 0.02 -0.02 0.1886
S -5.2773 3.7443 0.7924 -0.10 0.00 -0.03 0.0045
C -3.8047 3.0583 0.8185 0.14 0.04 0.09 -0.5762
S -2.6402 3.1948 -0.4639 0.02 -0.10 -0.01 0.4874
C -1.3322 2.3177 0.3029 0.02 -0.05 -0.14 -0.4134
C -1.5924 1.8186 1.5421 -0.07 -0.19 0.03 -0.4294
S -0.5086 0.8319 2.4982 0.15 0.07 0.10 -0.1891
S -3.2008 2.1329 2.1641 0.00 -0.08 -0.03 0.4581
S 0.1222 2.0255 -0.6155 0.13 0.08 -0.09 -0.1245
F 0.1672 -1.1776 -2.7450 0.08 -0.08 -0.02 -0.3239
C -0.1218 -0.9190 -4.0398 -0.11 0.13 -0.05 0.3414
C 0.8754 -1.1027 -4.9499 -0.07 -0.02 0.07 0.3508
F 2.0569 -1.5219 -4.4859 0.02 0.00 0.01 -0.2953
C 0.6930 -0.8739 -6.3331 0.04 -0.01 -0.06 -0.1718
C -0.6149 -0.4430 -6.6701 -0.01 0.00 -0.03 0.4168
C -1.6046 -0.2450 -5.7465 -0.01 -0.03 -0.01 0.3029
F -2.7899 0.1755 -6.1857 0.02 0.00 -0.01 -0.2821
C -1.4148 -0.4594 -4.3660 0.03 0.00 0.21 -0.0552
C -2.4202 -0.2088 -3.3776 0.07 0.02 -0.24 -0.4380
C -2.1432 -0.3073 -2.0241 -0.08 -0.05 0.24 0.5402
N -1.9189 -0.3878 -0.8847 0.25 -0.07 -0.19 -0.5882
C -3.7383 0.2305 -3.6865 -0.04 0.03 0.03 0.2780
N -4.8180 0.5802 -3.8778 -0.04 0.00 0.02 -0.3060
F -0.9085 -0.2092 -7.9452 0.00 0.01 0.01 -0.2862
C 1.7219 -1.0571 -7.2864 0.02 -0.04 0.01 -0.2085
C 1.5522 -0.8296 -8.6790 -0.05 0.14 0.07 0.2510
N 1.4702 -0.6211 -9.8087 0.03 -0.08 -0.05 -0.2589
C 3.0319 -1.4814 -6.9299 -0.06 -0.05 -0.01 0.2588
N 4.1007 -1.8366 -6.6882 0.04 0.02 0.00 -0.2792

***

(3)
45
Properties=species:S:1:pos:R:3:forces:R:3:nbo_charge:R:1 method="wB97M-V/def2-TZVPD" lumo_ha=-0.0051 energy_ev=-41131.4311 homo_ev=-8.62 gap_ev=8.482
F -3.9939 0.4849 4.1550 1.63 -0.30 1.46 -0.3204
F -3.9739 -1.2301 5.4470 0.52 0.11 0.12 -0.2931
F -3.1170 0.6002 6.2529 -0.22 -0.59 -1.84 -0.3210
N 2.0482 4.6401 0.5227 -2.30 -1.80 0.98 -0.4199
N 0.8273 -1.4286 0.3181 -1.63 2.43 0.63 -0.4615
N -1.2552 -4.7450 -2.6660 3.54 0.56 -2.44 -0.1115
N 1.3395 -0.3220 -1.5606 -1.74 0.58 -1.68 -0.2622
O -0.3535 -4.2461 -1.6910 -0.80 0.51 2.28 -0.3153
O -1.9822 -0.6371 4.6614 -2.05 -0.06 0.90 -0.5083
C 1.6162 3.8591 1.4900 1.24 -0.49 3.79 0.1899
C 0.4191 -0.1247 0.4602 0.86 -2.43 -2.60 0.3172
C -0.5651 -4.5240 -3.8076 2.17 2.76 1.95 0.1802
C 1.2483 -1.4847 -0.9663 0.82 1.10 2.22 0.2963
C 0.6717 -3.6624 -3.5015 -3.60 -3.02 0.49 -0.3511
C 1.3671 4.0803 -0.5235 -0.08 -1.67 -1.73 0.1282
C 0.7131 -3.5736 -2.1724 -1.34 -0.67 -1.53 0.3340
C 0.6783 2.9008 -0.1258 0.53 0.92 -3.71 0.0625
C -0.8365 1.4059 4.2139 0.64 2.40 0.52 -0.2296
C -0.7996 -0.3440 2.6094 -0.40 -0.91 -0.47 -0.1880
C -0.2202 2.2789 3.3061 -0.47 -5.73 -1.98 -0.1786
C -1.1784 0.1268 3.8388 -0.55 0.78 -0.21 0.2680
C -0.1162 0.4487 1.6801 0.59 0.23 0.01 -0.0611
C 0.1841 1.7509 2.0169 -0.49 2.79 2.67 0.1704
N 0.8384 2.7321 1.2054 0.74 1.37 -1.13 -0.3643
N 0.6368 0.5112 -0.7580 0.31 -0.43 2.77 -0.1594
C -3.2550 -0.1704 5.1222 0.77 0.00 -0.70 1.1748
C -0.9222 -4.8331 -5.2022 -0.90 -1.76 -0.87 -0.6706
C 1.5515 4.6488 -1.9348 -1.28 -0.39 0.51 -0.6433
C 1.7231 -2.7594 -1.4459 2.51 -2.83 0.39 -0.4870
C 0.0946 1.8523 -1.0516 -0.29 -0.15 1.61 -0.2377
H 1.9056 3.9488 2.5388 0.09 0.25 -0.36 0.1851
H 1.3813 -3.2683 -4.1143 1.54 0.86 -1.99 0.2156
H -1.0447 1.8142 5.2236 -0.18 -0.53 -0.77 0.2416
H -1.0725 -1.3587 2.3270 0.11 0.17 0.00 0.2571
H -0.0691 3.2514 3.4694 0.60 3.53 1.00 0.2143
H -0.4441 -5.7705 -5.6240 -0.19 1.02 0.78 0.2361
H -0.7734 -4.0545 -5.9620 0.17 0.08 0.68 0.2349
H -1.9768 -5.0732 -5.1800 -0.47 -0.07 -0.36 0.2334
H 0.8063 5.4526 -2.0762 0.33 -0.15 0.04 0.2215
H 2.5474 5.1162 -2.0424 -0.45 -0.67 -0.15 0.2398
H 1.2562 3.8730 -2.6909 0.87 0.75 0.46 0.2102
H 2.5812 -2.6864 -2.1480 -0.72 0.41 0.14 0.2514
H 2.2302 -3.3665 -0.6114 -1.18 0.96 -0.78 0.2571
H -1.0030 1.7737 -0.9480 0.38 -0.04 0.01 0.2186
H 0.2873 2.1123 -2.0545 0.39 0.14 -1.12 0.2458